{
  "formula": "C2F2N2O",
  "method": "ωB97M-V/def2-TZVPD",
  "lumo_energy_ev": 0.6,
  "e_tot_ha": -460.630155,
  "homo_ev": -10.7,
  "orbital_gap_ha": 0.414,
  "species": ["F", "C", "N", "N", "C", "F", "O"],
  "positions_angstrom": [[-1.379, 0.367, 1.726], [-0.725, -0.103, 0.746], [-0.327, -1.241, 0.458], [0.741, -1.079, -0.572], [0.610, 0.243, -0.802], [1.282, 0.917, -1.564], [-0.201, 0.896, 0.008]]
}